DFT (ωB97M-V/def2-TZVPD) results for a cluster of 10 separate species, C24H72N4O14 in total in a non-equilibrium geometry.

SMILES: COCCNCCOC.COCCNCCOC.COCCNCCOC.COCCNCCOC.O.O.O.O.O.O
E_HOMO, eV: -8.5
Orbital gap, eV: 9.032
Energy relative to the best compared isomer or geometry (same formula, charge and spin), kcal/mol: 61.80
Charge: 0
LUMO, eV: 0.535

Each line ends with the Mulliken charge.
Geometry (Å):
C (5.37380, 3.57639, 3.65983)  -0.7809
O (4.21449, 4.32569, 3.46792)  -0.3010
C (3.51149, 4.01171, 2.26992)  -0.4037
C (2.18046, 4.73734, 2.41872)  -0.7188
N (1.42343, 4.71813, 1.19518)  0.1209
C (-0.01718, 4.85234, 1.25600)  -0.1159
C (-0.39808, 6.24927, 1.78490)  -0.4193
O (-0.83585, 7.07315, 0.73068)  -0.3764
C (-1.29177, 8.31969, 1.14603)  -0.7777
H (5.10591, 2.50658, 3.64143)  0.3151
H (5.83809, 3.68461, 4.64013)  0.2712
H (6.18708, 3.64356, 2.92733)  0.2940
H (3.16015, 2.97532, 2.31877)  0.2024
H (4.09317, 4.28736, 1.39303)  0.3786
H (2.35104, 5.75030, 2.82199)  0.2999
H (1.52682, 4.33675, 3.20246)  0.2905
H (1.92034, 5.11318, 0.41321)  0.2895
H (-0.38652, 3.98282, 1.79332)  -0.4904
H (-0.44297, 4.87219, 0.24823)  0.4318
H (0.46690, 6.72311, 2.25708)  0.3872
H (-1.22057, 6.09072, 2.49773)  0.1320
H (-1.92322, 8.81096, 0.40753)  0.3054
H (-0.52712, 9.02881, 1.48412)  0.3051
H (-1.94920, 8.24941, 2.02708)  0.2831
C (2.91300, -3.98371, -8.86445)  -0.7995
O (2.64148, -4.57086, -7.56133)  -0.2320
C (1.76348, -5.69460, -7.67861)  -0.7018
C (1.70663, -6.35336, -6.30033)  -0.2163
N (2.94564, -6.98899, -5.87377)  -0.4004
C (3.79380, -6.11473, -5.07834)  -0.4407
C (3.31824, -5.92303, -3.62949)  -0.7248
O (2.04854, -5.33313, -3.48139)  -0.2588
C (1.66619, -5.04921, -2.14860)  -0.5066
H (1.93540, -3.54420, -9.08040)  0.3277
H (3.25955, -4.73286, -9.57152)  0.3070
H (3.60121, -3.16301, -8.68525)  0.2243
H (2.13945, -6.39056, -8.44498)  0.4033
H (0.81610, -5.40513, -8.14950)  0.4795
H (0.85019, -7.03478, -6.32435)  0.2916
H (1.42356, -5.57015, -5.59843)  -0.0420
H (3.41193, -7.27239, -6.72723)  0.2710
H (3.80767, -5.11172, -5.51643)  0.2636
H (4.81035, -6.49496, -4.99170)  0.4352
H (4.06114, -5.30044, -3.11226)  0.3843
H (3.31511, -6.87816, -3.09039)  0.3651
H (2.45010, -4.30663, -1.93401)  0.2067
H (1.73607, -5.93555, -1.51178)  0.2510
H (0.71521, -4.55310, -1.96646)  0.0719
C (-0.26422, 1.48793, 2.56594)  -0.4334
O (-0.84095, 0.91789, 1.40844)  0.2023
C (-2.24631, 0.68543, 1.36831)  1.2256
C (-2.61520, 0.04821, 0.05817)  -0.6504
N (-2.43418, -1.41049, 0.02730)  -0.2629
C (-1.64817, -1.82901, -1.13147)  -0.8708
C (-0.14865, -1.65372, -0.87298)  0.2902
O (0.23771, -2.74624, -0.04305)  -0.2791
C (1.52443, -2.63142, 0.54069)  -0.3931
H (-0.91795, 2.30147, 2.90681)  -0.4042
H (0.75031, 1.83851, 2.39699)  0.2521
H (-0.28493, 0.71029, 3.33773)  0.3501
H (-2.67799, 1.68635, 1.49956)  -0.5812
H (-2.53146, 0.04836, 2.21400)  -0.3361
H (-2.10408, 0.49211, -0.79761)  0.2580
H (-3.66694, 0.36455, 0.01111)  0.3194
H (-1.88349, -1.62456, 0.85660)  0.2039
H (-1.90692, -1.27051, -2.02843)  0.4505
H (-1.73051, -2.90622, -1.29232)  0.2433
H (0.01534, -0.68626, -0.38402)  0.0686
H (0.52009, -1.73088, -1.73721)  0.2364
H (2.21753, -3.01643, -0.20515)  0.1185
H (1.56253, -3.06427, 1.54144)  0.0976
H (1.76157, -1.59396, 0.80615)  0.2139
C (-3.63225, 4.50266, 0.96258)  -1.0477
O (-3.10877, 4.12479, 2.22577)  0.2258
C (-3.91658, 4.52042, 3.33857)  -0.8686
C (-3.25612, 4.03903, 4.59765)  -0.5336
N (-3.33940, 2.58635, 4.69511)  -0.3507
C (-2.35936, 2.00172, 5.58894)  -0.4415
C (-2.49279, 0.48202, 5.66857)  -0.9145
O (-2.57939, -0.02192, 4.36710)  -0.2345
C (-2.83288, -1.40929, 4.23452)  -1.0073
H (-4.56884, 3.96833, 0.79397)  0.3401
H (-2.84079, 4.25386, 0.25501)  0.2155
H (-3.70599, 5.59597, 0.91589)  0.3408
H (-4.94154, 4.15723, 3.21637)  0.3916
H (-3.95458, 5.61282, 3.25075)  0.4765
H (-3.74894, 4.49363, 5.46287)  0.4221
H (-2.22236, 4.39984, 4.69404)  0.2669
H (-3.19040, 2.17233, 3.78122)  0.1616
H (-2.48607, 2.37704, 6.60974)  0.5159
H (-1.32382, 2.29967, 5.36601)  0.1698
H (-3.36601, 0.24959, 6.29707)  0.4561
H (-1.67593, -0.04719, 6.18431)  0.4243
H (-3.42268, -1.60891, 3.34043)  0.2722
H (-3.20360, -1.90285, 5.13195)  0.4569
H (-1.85485, -1.85220, 3.99159)  0.2747
O (-4.19571, -3.45010, 1.04516)  -0.7173
H (-5.00744, -3.34341, 0.54129)  0.2823
H (-3.52067, -2.95511, 0.53362)  0.4224
O (0.44404, -5.58617, 3.13285)  -0.6054
H (0.54694, -4.62984, 3.09124)  0.2967
H (0.12146, -5.75868, 4.02350)  0.3089
O (2.71022, -0.21804, -2.00902)  -0.6078
H (2.25778, 0.43907, -2.55187)  0.3035
H (2.90063, -0.94362, -2.61295)  0.2830
O (-0.47128, -1.20914, -4.60758)  -0.5688
H (-1.14205, -0.94124, -5.24345)  0.2930
H (-0.23621, -2.10593, -4.86888)  0.2744
O (-0.76893, -4.06949, -4.07508)  -0.6024
H (0.13684, -3.76272, -3.94854)  0.2356
H (-0.78386, -4.93908, -3.66156)  0.3281
O (0.39510, 2.42186, -0.82322)  -0.6865
H (-0.10411, 2.08288, -0.05904)  0.2950
H (0.56296, 3.34253, -0.60517)  0.2518